1.
Here is 3 unconnected molecules or ions with the total composition C5H13O3 from the OMol25 dataset. Energies are from wB97M-V/def2-TZVPD.

## Properties
Net charge = -1
F_max = 3.8 eV/Å
Energy = -423.9542 hartree
ΔE to the lowest compared entry with this formula, charge and spin = 49.9 kcal/mol
Frontier orbital gap = 6.58 eV
E_HOMO = -2.76 eV

CARTESIAN COORDINATES (ANGSTROEM)
C (-1.15175, -0.85006, 1.06315)
O (-2.41063, -0.49760, 1.32185)
C (-0.93296, -0.87192, -0.66377)
C (0.45934, -0.48772, -1.10562)
C (1.57712, -0.60856, -0.11171)
C (2.63544, -1.41278, -0.10297)
H (-0.88310, -1.92711, 1.18826)
H (-0.40924, -0.14062, 1.58309)
H (-1.23663, -1.93037, -0.89073)
H (-1.75509, -0.24154, -1.00965)
H (0.19878, 0.56374, -1.19447)
H (0.68774, -0.99987, -2.01116)
H (1.43712, 0.08885, 0.78320)
H (2.97615, -2.01790, -0.91857)
H (3.23883, -1.30504, 0.86280)
H (-0.05866, 2.73638, -0.28612)
H (0.72470, 1.67390, 0.43080)
O (0.85399, 2.44118, -0.12979)
H (-1.96921, 2.35188, 1.06640)
H (-2.25915, 1.28529, -0.04975)
O (-1.72278, 2.14988, 0.17475)


2.
Here is C3H6N2 in the gas phase from the OMol25 dataset. Energies are from wB97M-V/def2-TZVPD.

## Properties
F_max = 1.1 eV/Å
Energy = -227.3909 hartree
ΔE to the lowest compared entry with this formula, charge and spin = 21.3 kcal/mol
Frontier orbital gap = 10.63 eV
Structure (SMILES) = CNCC#N
E_HOMO = -9.68 eV

CARTESIAN COORDINATES (ANGSTROEM)
C (1.32193, -0.47189, -0.31916)
N (0.45902, 0.21673, 0.63353)
C (-0.72371, 0.84659, 0.07330)
C (-1.80638, -0.15470, -0.06053)
N (-2.54167, -1.03128, 0.11673)
H (0.84926, -1.31254, -0.85591)
H (2.18630, -0.85112, 0.23523)
H (1.69968, 0.24506, -1.05632)
H (0.13416, -0.45522, 1.32219)
H (-1.10541, 1.60230, 0.76909)
H (-0.47318, 1.36606, -0.85816)


3.
Here is 2 unconnected molecules or ions with the total composition C11H16NO4S from the OMol25 dataset. Energies are from wB97M-V/def2-TZVPD.

## Properties
Net charge = +1
F_max = 5.6 eV/Å
Energy = -1182.1576 hartree
Frontier orbital gap = 8.67 eV
E_HOMO = -12.73 eV

CARTESIAN COORDINATES (ANGSTROEM)
O (4.42893, -0.34663, -2.70819)
O (3.49889, 0.56137, -2.97642)
C (2.77527, 0.79592, -1.70409)
N (1.32068, 0.38744, -1.77162)
C (1.09858, -1.11490, -1.70848)
C (0.01357, -1.40950, -2.93620)
C (-0.88463, -0.01164, -2.74442)
S (-1.94760, 0.12338, -1.20401)
C (0.41058, 1.04398, -2.81938)
H (4.12839, -1.16607, -3.21233)
H (2.85051, 1.92376, -1.32866)
H (3.32031, 0.15663, -0.86283)
H (0.90717, 0.73563, -0.87539)
H (2.18834, -1.58729, -1.81967)
H (0.63319, -1.39876, -0.64669)
H (-0.66551, -2.35737, -2.82944)
H (0.70586, -1.37709, -3.90765)
H (-1.67639, 0.03120, -3.60706)
H (-1.75864, -1.05830, -0.42004)
H (0.80604, 0.90419, -3.93713)
H (0.01770, 2.13529, -2.53634)
C (-2.71837, -0.17767, 2.83386)
C (-3.26546, 0.42123, 3.89609)
C (-2.43479, 0.89479, 5.02079)
O (-2.93489, 1.44126, 5.99433)
C (-0.97683, 0.68247, 4.92548)
C (-0.42975, 0.08357, 3.86325)
C (-1.26041, -0.38999, 2.73855)
O (-0.76032, -0.93646, 1.76501)
H (-3.31332, -0.53159, 2.00077)
H (-4.33310, 0.58498, 3.98060)
H (-0.38189, 1.03639, 5.75857)
H (0.63790, -0.08018, 3.77874)


4.
Here is a molecular structure, C11H15BN6O2Re from the OMol25 dataset. Energies are from wB97M-V/def2-TZVPD.

## Properties
Net charge = +2
<S²> = 3.7858
Spin multiplicity = 4
F_max = 5.4 eV/Å
Energy = -1009.5793 hartree
Frontier orbital gap (spin up / spin down) = 7.23 / 5.16 eV
E_HOMO (spin up / spin down) = -16.04 / -16.26 eV

CARTESIAN COORDINATES (ANGSTROEM)
H (-1.43507, -2.69908, 0.68426)
N (-1.78723, -0.71316, 0.00343)
B (-2.75514, 1.42688, -0.71319)
N (-2.92320, 0.00951, -0.13558)
C (-3.99676, -0.68668, 0.27688)
Re (0.43637, 0.63736, -0.92031)
H (-4.98024, -0.24280, 0.20664)
C (-3.53093, -1.92445, 0.71380)
H (-4.11329, -2.72813, 1.12480)
C (-2.13828, -1.90387, 0.49725)
H (-3.79933, 2.00499, -0.78364)
C (2.39316, 0.38873, -1.45153)
H (2.85015, -0.58871, -1.27762)
H (2.88675, 1.14855, -0.81509)
H (2.52671, 0.69730, -2.49996)
N (-2.14355, 1.13288, -2.12556)
N (-1.81765, 2.15010, 0.30869)
N (-0.85355, 0.49017, -2.27480)
N (-0.50707, 1.68335, 0.55712)
C (-2.52810, 1.56088, -3.32735)
C (-1.99350, 3.28852, 0.98985)
H (-3.46501, 2.09885, -3.40382)
H (-2.93125, 3.81714, 0.88863)
C (-1.60245, 1.16829, -4.30409)
C (-0.82322, 3.59423, 1.68824)
C (-0.59899, 0.46502, -3.65646)
C (0.07732, 2.56332, 1.44069)
H (-1.65819, 1.38679, -5.36095)
H (-0.62951, 4.48690, 2.25080)
H (0.34863, 0.07502, -4.01387)
H (1.08608, 2.38629, 1.78794)
H (0.19125, 2.20140, -1.38650)
O (1.62608, -0.44764, 1.53817)
C (1.25949, -1.43286, 0.87957)
O (0.67131, -1.38088, -0.28865)
H (1.40806, -2.48478, 1.20939)


Among the records above, which one has the lowest F_max?
C3H6N2